54
Properties=species:S:1:pos:R:3 method="wB97M-V/def2-TZVPD" spin_multiplicity=1 de_lowest_kcal_mol=1.4 e_lumo_ev=-6.888 homo_lumo_gap_ev=6.1 mol_weight_g_mol=752.458 fmax_ha_per_bohr=0.016 charge=+2
Zr 0.04 -0.12 -0.13
O -3.56 0.04 2.58
C -3.15 -0.83 3.54
C -4.07 -1.19 4.51
C -3.71 -2.06 5.52
C -2.42 -2.59 5.58
C -1.50 -2.24 4.62
C -1.84 -1.36 3.58
C -0.85 -1.03 2.58
O -1.19 -0.29 1.50
N 0.39 -1.41 2.68
N 1.13 -0.91 1.64
C 2.40 -0.84 1.83
C 3.29 -0.12 0.96
C 4.67 -0.35 1.02
C 5.55 0.41 0.28
C 5.06 1.46 -0.51
C 3.70 1.73 -0.56
C 2.80 0.94 0.16
O 1.49 1.21 0.08
H -2.80 0.21 2.00
H -5.06 -0.76 4.46
H -4.44 -2.33 6.27
H -2.15 -3.27 6.37
H -0.50 -2.63 4.65
H 2.81 -1.30 2.74
H 5.04 -1.13 1.67
H 6.61 0.23 0.33
H 5.74 2.08 -1.07
H 3.32 2.56 -1.14
C -0.54 1.39 -2.41
C -1.33 0.25 -2.59
C -2.39 0.00 -1.72
C -2.67 0.89 -0.68
C -1.87 2.02 -0.49
C -0.81 2.27 -1.36
H 0.31 1.57 -3.06
H -1.09 -0.46 -3.37
H -3.00 -0.88 -1.85
H -3.50 0.69 -0.01
H -2.07 2.68 0.34
H -0.17 3.13 -1.20
N 4.18 -3.00 -2.51
C 3.40 -1.73 -2.58
C 2.19 -1.91 -1.64
O 2.16 -2.93 -0.96
O 1.33 -0.97 -1.66
H 5.18 -2.86 -2.37
H 4.06 -3.58 -3.34
H 3.76 -3.50 -1.70
H 3.08 -1.52 -3.60
H 4.00 -0.90 -2.22
I -0.83 -3.16 -0.38
I -3.38 -3.02 0.35



62
Properties=species:S:1:pos:R:3 method="wB97M-V/def2-TZVPD" spin_multiplicity=1 de_lowest_kcal_mol=0.0 e_lumo_ev=2.350 homo_lumo_gap_ev=7.9 mol_weight_g_mol=700.089 fmax_ha_per_bohr=0.018 charge=-1
Ga -0.41 -1.50 -2.02
C -1.51 -2.37 1.76
N -2.54 -1.56 1.12
C -3.89 -1.82 1.13
C -4.46 -0.96 0.26
N -3.46 -0.18 -0.30
B -3.85 0.91 -1.39
N -2.58 1.64 -1.92
C -2.25 2.93 -1.56
C -1.15 3.29 -2.25
N -0.81 2.21 -3.04
C 0.34 2.12 -3.93
C -1.71 1.22 -2.84
S -1.62 -0.32 -3.64
C -2.29 -0.57 0.22
S -0.69 -0.01 -0.15
H -1.96 -2.87 2.62
H -0.70 -1.74 2.09
H -1.14 -3.12 1.05
H -4.32 -2.60 1.74
H -5.49 -0.84 -0.02
H -4.53 1.75 -0.83
H -4.41 0.35 -2.30
H -2.81 3.47 -0.82
H -0.56 4.20 -2.24
H 0.81 3.10 -3.99
H 0.03 1.80 -4.92
H 1.06 1.40 -3.54
Cl 0.12 0.59 3.13
C 0.65 1.92 2.12
C -0.04 3.11 2.31
C 0.19 4.20 1.49
C 1.09 4.07 0.45
C 1.78 2.89 0.27
Cl 2.88 2.79 -1.07
C 1.63 1.76 1.12
N 2.40 0.65 0.86
C 2.78 -0.41 1.72
C 3.24 -0.10 3.01
C 3.64 -1.08 3.89
C 3.61 -2.41 3.49
C 3.20 -2.71 2.20
C 2.78 -1.74 1.29
C 2.33 -2.25 -0.06
C 2.48 -1.32 -1.25
O 3.58 -0.81 -1.47
O 1.43 -1.09 -1.96
H -0.77 3.16 3.10
H -0.36 5.12 1.64
H 1.27 4.89 -0.24
H 2.84 0.61 -0.06
H 3.27 0.95 3.30
H 3.97 -0.80 4.89
H 3.93 -3.19 4.17
H 3.20 -3.75 1.88
H 1.30 -2.61 0.00
H 2.94 -3.12 -0.30
O -1.71 -2.81 -1.38
S -0.89 -3.95 -2.03
O 0.09 -4.39 -1.05
O -0.19 -3.11 -3.11
O -1.73 -4.97 -2.60



What is the charge in the first record?
+2